Entry 1:
ORCA calculation (wB97M-V/def2-TZVPD) on an isolated molecule of C16H19N5O2S3 in a non-equilibrium geometry.

## Properties
Maximum force (eV Å⁻¹): 1.57
ΔE to the lowest compared entry with this formula, charge and spin (kcal/mol): 0.0
LUMO (eV): 0.170
HOMO energy (eV): -8.38
E_tot (a.u.): -2239.9540
HOMO-LUMO gap (eV): 8.6
SMILES: CCCCc1nnc(NC(=O)CSCc2cc(=O)n3cc(C)sc3n2)s1

```
! RIJCOSX wB97M-V def2-TZVPD def2/J DEFGRID3
* xyz 0 1
C -6.6164 -1.2773 -0.5703
C -6.4286 0.1134 0.0244
C -4.9893 0.3963 0.4509
C -4.0226 0.4639 -0.7384
C -2.6631 0.8364 -0.2925
N -2.0637 1.9285 -0.5774
N -0.8577 2.0686 -0.0423
C -0.4905 1.0657 0.6772
N 0.6851 0.9172 1.3459
C 1.8369 1.6910 1.3271
O 2.8061 1.2896 1.9207
C 1.7306 2.9963 0.5912
H 1.2527 3.7268 1.2460
H 1.1257 2.8916 -0.3086
S 3.3511 3.6847 0.1579
C 3.6995 2.6791 -1.3337
C 3.8907 1.2570 -0.9412
C 5.1010 0.7645 -0.5465
C 5.2612 -0.5858 -0.1053
O 6.2684 -1.1590 0.2427
N 4.0218 -1.2964 -0.1161
C 2.8740 -0.7095 -0.5320
N 2.7567 0.5082 -0.9506
S 1.5381 -1.8177 -0.4151
C 2.6144 -3.0648 0.2148
C 3.8699 -2.6006 0.2972
H 4.7437 -3.1221 0.6430
C 2.0916 -4.4069 0.5675
H 1.3196 -4.3273 1.3316
H 2.8991 -5.0305 0.9415
H 1.6481 -4.8837 -0.3056
H 5.9789 1.3886 -0.5379
H 2.8553 2.7899 -2.0129
H 4.6033 3.1063 -1.7617
H 0.7849 0.0555 1.8710
S -1.7040 -0.2145 0.7575
H -4.3588 1.2168 -1.4527
H -3.9826 -0.5070 -1.2358
H -4.6537 -0.3817 1.1412
H -4.9562 1.3517 0.9795
H -6.7445 0.8665 -0.7005
H -7.0696 0.2113 0.9031
H -6.2528 -2.0381 0.1172
H -7.6705 -1.4643 -0.7598
H -6.0837 -1.3785 -1.5123
*
```

Entry 2:
ORCA calculation (wB97M-V/def2-TZVPD) on a cluster of 11 separate species, C50H129N7O22 in total in a non-equilibrium geometry.

## Properties
Maximum force (eV Å⁻¹): 2.58
ΔE to the lowest compared entry with this formula, charge and spin (kcal/mol): 0.0
LUMO (eV): 0.390
HOMO energy (eV): -8.49
E_tot (a.u.): -4020.6134
HOMO-LUMO gap (eV): 8.9
SMILES: COCCNCCOC.COCCNCCOC.COCCNCCOC.COCCNCCOC.COCCNCCOC.COCCNCCOC.COCCNCCOC.OCCO.OCCO.OCCO.OCCO

```
! RIJCOSX wB97M-V def2-TZVPD def2/J DEFGRID3
* xyz 0 1
C -4.2676 4.0811 -1.6815
O -3.5755 3.2957 -0.7365
C -3.6266 3.8287 0.5419
C -2.6743 3.0385 1.4351
N -2.9340 1.6560 1.4962
C -2.5248 1.0996 2.7509
C -2.8189 -0.4190 2.8522
O -1.8039 -1.0998 2.1610
C -1.6658 -2.4356 2.6886
H -5.3385 3.9376 -1.4531
H -4.0837 3.7674 -2.7173
H -3.9203 5.1529 -1.5990
H -4.6417 3.9125 0.9525
H -3.2709 4.8919 0.5208
H -2.6825 3.5010 2.4344
H -1.6270 3.2278 1.1542
H -3.8959 1.3977 1.3677
H -2.9857 1.6096 3.6042
H -1.4603 1.2627 2.8513
H -3.8040 -0.6402 2.4473
H -2.8245 -0.7732 3.9058
H -1.5636 -2.3954 3.7879
H -0.8115 -2.9052 2.1963
H -2.5454 -3.0668 2.5237
C 3.3108 -0.2419 -5.5629
O 2.3106 -0.0034 -4.5518
C 0.9639 -0.0814 -4.9771
C 0.3784 -1.4883 -4.8119
N -0.8931 -1.5944 -5.5493
C -1.4403 -2.9593 -5.5899
C -2.6826 -3.0128 -6.4950
O -3.8514 -2.4586 -5.9234
C -4.4507 -3.3374 -5.0067
H 3.3684 -1.3232 -5.7000
H 4.2850 0.0159 -5.1234
H 3.1631 0.2379 -6.5275
H 0.7885 0.2758 -6.0330
H 0.4061 0.7147 -4.4351
H 0.2889 -1.7585 -3.7489
H 1.0747 -2.2118 -5.2666
H -1.5059 -0.9337 -5.1166
H -1.7295 -3.3646 -4.5888
H -0.6810 -3.6535 -5.9425
H -2.9639 -4.0443 -6.6710
H -2.4439 -2.5768 -7.4752
H -4.7306 -4.2373 -5.5910
H -5.3295 -2.8864 -4.5728
H -3.8166 -3.5988 -4.1656
C -0.0839 0.0575 5.2049
O 0.6671 0.5539 6.3091
C 1.2712 1.7413 5.9651
C 1.7724 2.4027 7.2687
N 0.5905 2.6492 8.1680
C 0.8070 3.2375 9.4899
C 1.3860 4.6611 9.3832
O 2.7533 4.7561 8.9951
C 3.2440 6.0569 8.9266
H -0.8665 0.6833 4.7541
H -0.5160 -0.9020 5.5676
H 0.6169 -0.2436 4.3522
H 0.5660 2.4161 5.4052
H 2.1150 1.6149 5.2750
H 2.2492 3.3532 7.0212
H 2.4931 1.6962 7.6810
H 0.1030 1.7672 8.2797
H 1.4582 2.6252 10.1918
H -0.1764 3.3025 10.0139
H 1.2082 5.1976 10.3259
H 0.7418 5.2296 8.6819
H 4.2247 6.0945 8.4177
H 3.3993 6.5093 9.9243
H 2.5953 6.6484 8.2749
C 6.9315 0.8087 -1.1154
O 6.4509 1.6877 -0.1534
C 5.0298 1.7790 -0.2435
C 4.5681 2.9115 0.6708
N 5.0767 4.2461 0.4263
C 4.6162 4.8339 -0.8179
C 5.4964 6.0061 -1.1443
O 6.8635 5.6910 -1.3858
C 6.9701 4.8817 -2.5661
H 6.6992 1.1645 -2.1224
H 6.5430 -0.2109 -1.0080
H 8.0188 0.7205 -1.0647
H 4.6190 0.7906 0.0184
H 4.8136 1.9280 -1.3259
H 4.8704 2.6230 1.6734
H 3.4820 2.9959 0.6804
H 6.0782 4.1466 0.3369
H 3.6169 5.2623 -0.7001
H 4.6025 4.1640 -1.6941
H 5.4696 6.7696 -0.3279
H 5.0626 6.5085 -2.0128
H 6.6970 3.8432 -2.3763
H 8.0229 4.8801 -2.8914
H 6.3714 5.2667 -3.4042
C 1.0529 -4.5867 0.3136
O 1.1355 -4.5559 1.7651
C 2.3100 -3.9338 2.2531
C 2.2193 -3.6480 3.7252
N 2.3201 -4.8727 4.5916
C 1.0571 -5.6953 4.6004
C 1.0646 -6.5884 5.8281
O 0.8283 -5.7237 6.9440
C 0.9236 -6.4971 8.1486
H -0.0158 -4.6895 0.0809
H 1.7589 -5.2318 -0.2387
H 1.3174 -3.5972 -0.0362
H 2.4398 -3.0141 1.6596
H 3.2244 -4.5023 2.0866
H 1.3356 -3.0400 3.9418
H 3.0757 -3.0514 4.0124
H 2.3760 -4.5463 5.5574
H 1.0906 -6.2327 3.6758
H 0.1376 -5.0997 4.6247
H 1.9640 -7.1916 5.9969
H 0.2336 -7.3180 5.8218
H 0.1626 -7.2792 8.2209
H 0.7315 -5.7957 8.9659
H 1.9381 -6.8907 8.3211
C -2.2396 -2.8042 -1.4821
O -3.6699 -2.5681 -1.6414
C -4.5183 -3.5503 -1.1080
C -4.7031 -3.3390 0.3885
N -5.8659 -4.1385 0.8973
C -5.7016 -5.5840 0.8495
C -4.5963 -6.1574 1.7290
O -3.3091 -5.8906 1.2671
C -2.3450 -6.5034 2.1147
H -2.0041 -2.8588 -0.4178
H -1.7558 -1.9577 -1.9309
H -1.8985 -3.6853 -2.0301
H -4.2487 -4.6006 -1.2925
H -5.4644 -3.4035 -1.6285
H -4.9207 -2.2859 0.5886
H -3.7244 -3.5161 0.8357
H -6.1626 -3.8972 1.8435
H -5.4853 -5.8970 -0.1853
H -6.6455 -6.0639 1.0973
H -4.6918 -7.2549 1.6522
H -4.7275 -5.7820 2.7630
H -2.4423 -7.5963 2.0447
H -2.5137 -6.1723 3.1596
H -1.3474 -6.2313 1.7933
C 5.2917 5.0142 -6.4272
O 4.0097 4.6971 -5.8961
C 4.0139 3.5774 -5.0905
C 2.6728 3.4607 -4.4034
N 2.3436 4.5285 -3.4689
C 1.2525 4.1506 -2.5745
C -0.0496 3.7835 -3.2228
O -0.3841 4.8671 -4.0750
C -1.4980 4.5701 -4.8213
H 5.2166 6.0388 -6.7992
H 5.6274 4.3532 -7.2407
H 6.0565 4.9924 -5.6425
H 4.8673 3.5833 -4.4080
H 4.1127 2.6451 -5.6618
H 2.7206 2.4836 -3.9173
H 1.8574 3.3035 -5.1295
H 1.9585 5.2839 -4.0396
H 1.0055 5.0204 -1.9717
H 1.5559 3.3631 -1.8564
H -0.8290 3.5643 -2.4781
H 0.1425 2.9090 -3.8530
H -1.7196 5.3753 -5.5294
H -2.3610 4.4926 -4.1535
H -1.3513 3.6501 -5.4276
C 3.4550 -2.0937 -1.7244
C 3.6457 -3.3363 -2.5737
O 2.6882 -3.4982 -3.5774
O 3.7219 -0.8349 -2.3531
H 4.1593 -2.0949 -0.8659
H 2.4681 -2.1417 -1.2251
H 3.6643 -4.2041 -1.8818
H 4.6679 -3.3270 -2.9964
H 2.8883 -4.3389 -3.9908
H 3.0783 -0.5534 -3.0437
C -0.2091 1.0883 -0.8520
C 0.8239 0.4206 0.0080
O 0.5144 0.5349 1.3793
O -1.5190 0.5123 -0.8456
H 0.1710 1.1708 -1.8826
H -0.2562 2.1345 -0.5545
H 1.7722 0.9249 -0.1058
H 0.9290 -0.6413 -0.3034
H -0.2706 -0.0341 1.5730
H -1.9851 0.7352 -0.0309
C -6.8362 -0.4534 -0.9546
C -5.6829 0.4394 -0.4319
O -5.9390 0.8816 0.9049
O -8.1073 0.1338 -0.7083
H -6.7990 -1.3672 -0.3784
H -6.7407 -0.7496 -1.9956
H -5.4815 1.2790 -1.0982
H -4.7110 -0.0893 -0.4804
H -6.9030 0.7911 1.0179
H -8.2687 0.8011 -1.3627
C -4.5913 0.6748 -4.0425
C -3.1966 1.1022 -3.4922
O -2.3699 0.0093 -3.3255
O -4.5681 0.2543 -5.3648
H -5.2460 1.5530 -3.9510
H -4.9620 -0.1439 -3.4075
H -3.2933 1.6415 -2.5609
H -2.6884 1.8026 -4.1699
H -2.0879 0.0742 -2.3814
H -4.2090 -0.6560 -5.4378
*
```

Entry 3:
ORCA calculation (wB97M-V/def2-TZVPD) on an isolated molecule of C7H10 in a non-equilibrium geometry.

## Properties
Maximum force (eV Å⁻¹): 1.18
ΔE to the lowest compared entry with this formula, charge and spin (kcal/mol): 124.1
LUMO (eV): 0.087
HOMO energy (eV): -7.99
E_tot (a.u.): -272.5202
HOMO-LUMO gap (eV): 8.1

```
! RIJCOSX wB97M-V def2-TZVPD def2/J DEFGRID3
* xyz 0 1
C -1.9366 -0.2946 -0.6708
C 0.6399 0.3297 -1.3048
C 1.1846 1.2848 -0.2720
C 1.0981 0.0965 0.7240
C 1.2556 -0.8221 -0.5131
C -0.2415 -0.0583 1.3800
C -1.4170 -0.2772 0.7616
H -1.9177 -1.2918 -1.1420
H -2.9819 -0.0042 -0.5812
H -1.4805 0.3722 -1.4185
H 0.6611 2.2262 -0.0562
H 2.2509 1.4631 -0.4687
H 1.9339 0.0770 1.4202
H 0.7581 -1.8036 -0.5314
H 2.3166 -0.9571 -0.7651
H -0.2119 0.0024 2.4738
H -2.2471 -0.4727 1.4360
*
```

Entry 4:
ORCA calculation (wB97M-V/def2-TZVPD) on the ion C3H6Cl2O3P with charge -1 in a non-equilibrium geometry.

## Properties
Maximum force (eV Å⁻¹): 3.70
ΔE to the lowest compared entry with this formula, charge and spin (kcal/mol): 56.0
LUMO (eV): 3.572
HOMO energy (eV): -4.45
E_tot (a.u.): -1605.4130
HOMO-LUMO gap (eV): 8.0

```
! RIJCOSX wB97M-V def2-TZVPD def2/J DEFGRID3
* xyz -1 1
C 1.0039 1.2888 0.3269
C 0.3214 0.6543 1.5702
C 0.2041 -0.2087 -2.7942
O -0.7108 -2.2585 1.4441
O -2.9418 -1.0855 0.8022
O -1.0278 0.3796 1.2815
P -1.4844 -1.0922 0.9925
Cl 1.4192 -1.4845 -3.0605
Cl -1.0589 -0.8879 -1.2786
H 2.0748 1.3906 0.5366
H 0.8575 0.5540 -0.3794
H 0.7988 2.3071 -0.0081
H 0.3412 1.2208 2.5506
H 0.8072 -0.2327 1.6404
H -0.6046 -0.5450 -3.6242
*
```